C35H54AsNPSe2W | ωB97M-V/def2-TZVPD

Each line ends with the Löwdin spin population.
Element x y z (Å)
W1 0.47903 -0.69972 -0.33979  1.75
C1 1.65667 -2.79189 2.69431  0.00
C2 1.56007 -1.35289 3.20764  0.00
C3 1.25488 -1.38696 4.71072  0.00
P1 0.30510 -0.40647 2.23739  0.01
C4 0.27458 1.39187 2.73468  0.01
C5 -1.06491 1.82079 3.33614  0.00
C6 1.44579 1.83655 3.61927  0.00
C7 -1.24498 -1.27679 2.55664  0.00
C8 -1.92967 -1.40271 3.76317  0.00
C9 -3.04888 -2.22727 3.86391  -0.01
C10 -3.78459 -2.37412 5.16458  0.00
C11 -3.46448 -2.93152 2.73283  0.00
C12 -2.80144 -2.82804 1.51918  0.00
C13 -1.69853 -1.99370 1.45306  0.01
N1 -0.95734 -1.77389 0.27423  -0.02
C14 -1.14245 -2.25347 -1.05004  0.00
C15 -0.44269 -3.42359 -1.49476  0.01
C16 0.37136 -4.24210 -0.53159  0.01
C17 -0.57089 -3.79421 -2.81256  0.01
C18 -1.39960 -3.08939 -3.70287  0.00
C19 -1.51624 -3.54297 -5.12064  0.00
C20 -2.14418 -2.00769 -3.23077  0.01
C21 -2.07462 -1.59593 -1.90992  0.00
C22 -3.05299 -0.58971 -1.38812  0.00
H1 2.32276 -3.35294 3.35048  0.00
H2 2.06367 -2.86425 1.68684  0.00
H3 0.68304 -3.28430 2.72295  0.00
H4 2.51192 -0.83804 3.04482  0.00
H5 0.43525 -2.07463 4.91436  0.00
H6 1.01201 -0.41730 5.13775  0.00
H7 2.13214 -1.76623 5.23506  0.00
H8 0.40849 1.89026 1.77143  0.00
H9 -1.20481 1.38456 4.32460  0.00
H10 -1.92411 1.54027 2.72668  0.00
H11 -1.06967 2.90526 3.45991  0.00
H12 1.28037 1.57749 4.66141  0.00
H13 1.52958 2.92259 3.57325  0.00
H14 2.40785 1.41850 3.31644  0.00
H15 -1.60516 -0.86332 4.64274  0.00
H16 -3.45883 -1.63501 5.89372  0.00
H17 -3.61530 -3.36502 5.58872  0.00
H18 -4.85822 -2.26056 5.01754  0.00
H19 -4.33328 -3.57428 2.80433  0.00
H20 -3.13945 -3.38024 0.65113  0.00
H21 1.08944 -3.63839 0.02892  0.01
H22 0.91269 -5.03315 -1.04594  0.00
H23 -0.27764 -4.70550 0.21616  0.00
H24 -0.04732 -4.67216 -3.17303  0.00
H25 -1.93905 -4.54967 -5.15256  0.00
H26 -0.53221 -3.60124 -5.58873  0.00
H27 -2.15038 -2.88478 -5.70903  0.00
H28 -2.83537 -1.51232 -3.90259  0.00
H29 -3.27374 0.17216 -2.13298  0.00
H30 -2.72878 -0.12299 -0.45961  0.00
H31 -3.99470 -1.10220 -1.17395  0.00
C23 2.28752 0.61366 -3.58106  0.01
Se1 1.43891 -0.97293 -2.83119  0.01
C24 3.07495 -1.94923 -2.38796  0.02
C25 3.99270 -1.17840 -1.46641  0.00
Se2 3.09253 -0.67151 0.21329  0.03
C26 3.83462 1.11439 0.46598  0.03
H32 2.88120 0.26651 -4.42449  0.00
H33 2.91312 1.12666 -2.85784  0.00
H34 1.50192 1.27145 -3.94174  0.00
H35 3.57398 -2.17335 -3.33169  0.00
H36 2.74386 -2.89417 -1.95518  0.00
H37 4.37580 -0.26830 -1.92321  0.00
H38 4.84464 -1.79510 -1.18046  0.00
H39 4.89083 0.98490 0.68836  0.00
H40 3.32834 1.55373 1.32270  0.00
H41 3.68968 1.72330 -0.41996  0.00
C27 -1.58264 2.63997 -0.06638  0.00
As1 -0.17028 1.77981 -1.08162  0.04
C28 -0.93141 1.82037 -2.87416  0.01
C29 1.24735 3.15051 -1.05866  0.02
C30 0.79192 4.45320 -1.64294  0.00
C31 1.00424 4.72551 -2.99313  0.00
C32 0.57360 5.92228 -3.54545  0.00
C33 -0.07294 6.85850 -2.75026  0.00
C34 -0.27388 6.60244 -1.40064  0.00
C35 0.15640 5.40517 -0.84859  0.00
H42 -1.85772 3.53367 -0.62676  0.00
H43 -1.23015 2.93447 0.91785  0.00
H44 -2.44723 1.98745 0.02912  0.00
H45 -0.47573 2.64204 -3.42676  0.00
H46 -1.99454 2.03035 -2.77709  0.00
H47 -0.80301 0.87789 -3.40375  0.00
H48 2.09892 2.74875 -1.60538  0.00
H49 1.53038 3.24678 -0.00806  0.00
H50 1.54178 4.01502 -3.61405  0.00
H51 0.75576 6.13193 -4.59069  0.00
H52 -0.40374 7.79509 -3.17760  0.00
H53 -0.75341 7.34257 -0.77456  0.00
H54 0.02153 5.22785 0.21300  0.00

Results
- total charge = +3
- relative energy (zero: lowest compared OMol25 entry of this formula, charge and spin) (eV) = 0.074
- spin multiplicity = 3
- frontier orbital gap (alpha / beta) (eV) = 6.46 / 6.15
- ⟨S²⟩ = 2.031
- HOMO level (alpha / beta) (eV) = -15.713 / -15.846
- E (eV) = -241283.42862



C18H15F3 | ωB97M-V/def2-TZVPD

Each line ends with the natural charge from an NBO analysis.
Element x y z (Å)
F1 2.90809 0.64559 -1.93014  -0.32
C1 1.63041 0.41778 -1.57054  0.40
C2 1.06442 1.19527 -0.57976  -0.28
C3 -0.26824 0.98162 -0.25592  -0.20
C4 -0.99635 -0.03525 -0.87854  -0.23
C5 -0.37212 -0.87372 -1.78991  -0.20
C6 0.95036 -0.62684 -2.15043  -0.29
H1 1.65531 1.98133 -0.12752  0.23
H2 -0.74906 1.63912 0.45640  0.22
H3 -2.02994 -0.14079 -0.57386  0.22
H4 -0.90106 -1.70385 -2.23730  0.22
H5 1.42006 -1.22868 -2.91839  0.23
F2 -3.21257 -6.04095 2.38310  -0.33
C7 -2.40649 -5.57520 1.40030  0.40
C8 -2.27326 -6.31480 0.24878  -0.29
C9 -1.49945 -5.79475 -0.77964  -0.19
C10 -0.87386 -4.56880 -0.63830  -0.23
C11 -0.94549 -3.88338 0.56123  -0.19
C12 -1.74323 -4.38095 1.58960  -0.29
H6 -2.76219 -7.27136 0.12743  0.23
H7 -1.43619 -6.32168 -1.72294  0.22
H8 -0.33927 -4.17386 -1.49306  0.21
H9 -0.39638 -2.95427 0.64665  0.23
H10 -1.76930 -3.89113 2.55408  0.23
F3 2.09291 4.58625 -1.72320  -0.32
C13 1.68409 4.75074 -0.44945  0.40
C14 2.63712 4.90664 0.53626  -0.29
C15 2.20334 5.06191 1.84056  -0.19
C16 0.84832 5.10217 2.13670  -0.23
C17 -0.08915 4.89610 1.13289  -0.20
C18 0.32777 4.78244 -0.18302  -0.29
H11 3.67902 4.88430 0.24833  0.23
H12 2.95850 5.10194 2.61591  0.22
H13 0.52343 5.26153 3.15644  0.22
H14 -1.14507 4.96328 1.35865  0.22
H15 -0.37447 4.62225 -0.99136  0.23

Results
- relative energy (zero: lowest compared OMol25 entry of this formula, charge and spin) (eV) = 0.012
- frontier orbital gap (eV) = 10.15
- SMILES = Fc1ccccc1.Fc1ccccc1.Fc1ccccc1
- HOMO level (eV) = -9.329
- E (eV) = -27061.47965



C3H5N2 | ωB97M-V/def2-TZVPD

Each line ends with the natural charge from an NBO analysis.
Element x y z (Å)
C1 -1.20257 -0.84936 0.06445  0.61
C2 0.16655 -1.20073 0.15054  -0.37
C3 -0.71790 1.01842 0.25225  -0.02
N1 -1.96497 -0.00860 -0.21208  -0.25
N2 0.48008 0.23018 -0.18752  -0.55
H1 0.50175 -1.42357 1.31410  0.31
H2 0.51252 -2.07896 -0.49912  0.33
H3 -0.87137 1.96584 -0.34737  0.29
H4 -0.76261 1.17436 1.47741  0.27
H5 0.52350 0.41777 -1.20431  0.40

Results
- total charge = +1
- relative energy (zero: lowest compared OMol25 entry of this formula, charge and spin) (eV) = 5.880
- frontier orbital gap (eV) = 9.38
- HOMO level (eV) = -15.859
- E (eV) = -6160.01239



C4H3N3O | ωB97M-V/def2-TZVPD

Each line ends with the natural charge from an NBO analysis.
Element x y z (Å)
O1 -0.37026 -2.05819 -1.54829  -0.50
C1 0.00711 -1.75408 -0.38119  0.39
C2 0.25102 -0.21921 -0.20261  -0.19
C3 0.16627 0.10727 1.15179  0.05
N1 -0.34882 1.25939 1.68900  -0.21
N2 -0.39489 2.30185 0.76218  0.03
N3 0.05787 2.04280 -0.62892  -0.21
C4 -0.07721 0.77886 -1.08012  0.06
H1 0.15358 -2.51667 0.48007  0.17
H2 0.63895 -0.68716 1.83481  0.21
H3 -0.08361 0.74513 -2.07672  0.22

Results
- relative energy (zero: lowest compared OMol25 entry of this formula, charge and spin) (eV) = 4.176
- frontier orbital gap (eV) = 9.34
- SMILES = O=Cc1cnnnc1
- HOMO level (eV) = -10.737
- E (eV) = -10709.47466



Look up the relative energy (zero: lowest compared OMol25 entry of this formula, charge and spin) of the third one.
5.880 eV



Which value of E does entry 1 give?
-241283.42862 eV